Here is a 12-piece molecular cluster, C11H44BrN22O11 overall from the OMol25 dataset. Energies are from the ωB97M-V functional and the def2-TZVPD basis.

XYZ file:
```
89
C11H44BrN22O11 (the ωB97M-V functional and the def2-TZVPD basis)
Br 11.98 27.19 -3.36
C 14.89 27.45 -6.13
O 15.41 28.30 -5.47
N 13.92 27.71 -7.02
N 15.19 26.18 -6.15
H 13.54 27.09 -7.71
H 13.86 28.68 -7.31
H 15.87 25.94 -5.44
H 14.99 25.57 -6.93
C 12.94 22.24 -2.42
O 12.06 21.45 -2.65
N 13.90 21.91 -1.55
N 13.20 23.37 -2.91
H 14.77 22.41 -1.68
H 13.84 21.06 -1.01
H 14.11 23.80 -2.85
H 12.47 23.83 -3.44
C 8.40 28.48 -4.64
O 7.47 29.15 -4.30
N 8.47 27.19 -4.49
N 9.35 29.02 -5.39
H 9.25 26.61 -4.78
H 7.78 26.90 -3.82
H 10.30 28.68 -5.32
H 9.24 30.02 -5.33
C 12.07 31.08 -0.66
O 12.11 30.83 0.49
N 13.08 31.48 -1.35
N 11.07 30.68 -1.45
H 13.05 31.84 -2.29
H 13.79 31.98 -0.84
H 10.36 30.06 -1.09
H 11.24 30.71 -2.44
C 14.09 27.22 0.49
O 14.92 27.07 1.37
N 14.31 26.82 -0.71
N 12.86 27.66 0.72
H 15.29 26.70 -0.94
H 13.55 26.60 -1.34
H 12.65 27.72 1.71
H 12.15 27.72 0.01
C 16.87 27.97 -2.38
O 17.41 27.74 -1.31
N 17.43 27.68 -3.57
N 15.72 28.46 -2.53
H 18.39 27.37 -3.67
H 16.82 27.93 -4.34
H 15.16 28.59 -1.70
H 15.17 28.23 -3.35
C 8.13 22.82 -1.96
O 7.62 22.05 -2.73
N 7.52 23.45 -1.07
N 9.38 23.06 -1.89
H 8.05 24.23 -0.72
H 6.52 23.39 -0.89
H 9.97 22.65 -2.59
H 9.92 23.38 -1.10
C 12.17 31.35 -5.12
O 11.69 31.57 -3.97
N 13.11 30.56 -5.46
N 11.85 31.93 -6.25
H 13.59 29.91 -4.85
H 13.25 30.56 -6.46
H 12.40 31.74 -7.08
H 10.92 32.30 -6.34
C 9.79 26.13 0.03
O 8.99 25.83 0.92
N 9.66 27.20 -0.72
N 10.72 25.27 -0.51
H 8.90 27.86 -0.79
H 10.27 27.20 -1.53
H 10.97 24.51 0.09
H 11.30 25.51 -1.31
C 10.50 23.60 -5.20
O 9.86 22.70 -5.65
N 11.67 23.87 -5.53
N 10.09 24.55 -4.43
H 12.03 24.77 -5.26
H 12.20 23.15 -6.01
H 9.12 24.70 -4.22
H 10.77 25.22 -4.08
C 11.42 26.85 -8.77
O 12.40 26.40 -9.19
N 10.98 26.52 -7.63
N 10.71 27.70 -9.41
H 11.37 25.84 -6.99
H 10.16 27.02 -7.32
H 9.79 27.94 -9.07
H 11.02 28.19 -10.24
```

Summary:
HOMO, eV: -6.71
Energy above the lowest of the compared OMol25 structures with the same formula, charge and spin, kcal per mole: 0.00
Multiplicity: 1
LUMO level, eV: 1.30
Total charge: -1
Largest force on an atom, eV Å⁻¹: 9.168
Energy, eV: -137477.684

***

Here is a 12-piece molecular cluster, C11H44ClN22O15 overall from the OMol25 dataset. Energies are from the ωB97M-V functional and the def2-TZVPD basis.

XYZ file:
```
93
C11H44ClN22O15 (the ωB97M-V functional and the def2-TZVPD basis)
Cl 0.56 0.43 -0.19
O 1.64 1.03 -0.91
O -0.44 0.06 -1.16
O 0.91 -0.71 0.64
O 0.00 1.37 0.80
C -2.64 3.65 -0.81
O -3.69 4.22 -1.11
N -1.38 4.12 -1.03
N -2.55 2.57 0.00
H -1.31 5.01 -1.50
H -0.60 3.58 -0.72
H -1.61 2.32 0.27
H -3.43 2.24 0.36
C 1.92 -0.41 4.99
O 2.68 0.08 5.84
N 0.91 -1.24 5.33
N 2.07 -0.26 3.67
H 0.21 -1.61 4.69
H 0.71 -1.41 6.30
H 1.29 -0.52 3.08
H 2.77 0.32 3.26
C 1.18 5.35 0.82
O 0.09 5.44 1.37
N 1.62 6.34 -0.02
N 1.85 4.19 0.55
H 1.02 7.15 0.05
H 2.57 6.30 -0.34
H 2.66 4.11 -0.04
H 1.37 3.42 0.98
C 4.86 -0.93 -2.71
O 5.23 -1.67 -1.80
N 4.94 -1.14 -4.06
N 3.94 0.05 -2.45
H 5.58 -1.88 -4.32
H 4.57 -0.39 -4.61
H 3.74 0.76 -3.15
H 3.40 0.03 -1.60
C -1.87 -0.45 -4.67
O -1.39 0.66 -4.90
N -2.62 -1.13 -5.61
N -1.79 -1.13 -3.52
H -3.12 -1.94 -5.28
H -2.74 -0.86 -6.57
H -2.33 -1.95 -3.30
H -1.11 -0.81 -2.85
C -1.66 2.91 4.72
O -2.15 4.04 4.75
N -1.66 2.05 5.76
N -0.98 2.47 3.62
H -1.31 1.11 5.73
H -2.42 2.18 6.41
H -0.61 1.54 3.74
H -0.56 3.09 2.95
C -2.60 -3.47 -0.23
O -2.47 -3.64 -1.45
N -1.80 -2.63 0.44
N -3.68 -3.91 0.48
H -2.05 -2.61 1.41
H -1.12 -2.11 -0.09
H -4.40 -4.38 -0.02
H -3.79 -3.71 1.46
C -3.37 -0.15 2.88
O -4.18 0.75 2.75
N -3.66 -1.35 3.53
N -2.11 -0.17 2.39
H -4.52 -1.38 4.03
H -2.85 -1.94 3.62
H -1.60 -1.04 2.39
H -1.68 0.67 2.02
C 0.10 -3.36 2.94
O -0.50 -2.32 3.28
N 1.26 -3.42 2.32
N -0.49 -4.58 3.15
H 1.74 -2.59 1.99
H 1.61 -4.32 2.05
H -1.42 -4.60 3.53
H -0.03 -5.47 3.05
C 1.39 -2.99 -2.88
O 0.80 -3.87 -3.50
N 1.84 -1.86 -3.44
N 1.76 -3.13 -1.56
H 2.22 -1.06 -2.95
H 1.62 -1.70 -4.41
H 2.47 -2.45 -1.32
H 1.04 -3.44 -0.93
C 2.00 1.24 -4.74
O 3.19 1.57 -4.66
N 1.54 0.57 -5.84
N 1.08 1.49 -3.81
H 2.17 0.25 -6.55
H 0.54 0.49 -5.93
H 1.41 1.89 -2.95
H 0.19 0.99 -3.90
```

Summary:
HOMO, eV: -6.76
Energy above the lowest of the compared OMol25 structures with the same formula, charge and spin, kcal per mole: 25.90
Multiplicity: 1
LUMO level, eV: 1.60
Total charge: -1
Largest force on an atom, eV Å⁻¹: 3.036
Energy, eV: -88145.207

***

Here is a 11-piece molecular cluster, C11H44N22O11 overall from the OMol25 dataset. Energies are from the ωB97M-V functional and the def2-TZVPD basis.

XYZ file:
```
88
C11H44N22O11 (the ωB97M-V functional and the def2-TZVPD basis)
C 0.00 0.51 -0.74
O -0.53 1.58 -1.02
N 0.16 -0.51 -1.50
N 0.16 0.19 0.57
H 0.21 -0.38 -2.50
H 0.63 -1.32 -1.12
H 0.49 -0.71 0.90
H 0.06 0.96 1.21
C 1.98 1.14 -3.98
O 3.17 0.83 -3.91
N 1.04 0.35 -4.34
N 1.45 2.30 -3.54
H 1.44 -0.57 -4.38
H 0.11 0.72 -4.47
H 2.14 3.03 -3.53
H 0.59 2.63 -3.96
C -2.07 2.41 -4.21
O -1.21 1.74 -4.72
N -2.46 2.39 -2.96
N -2.69 3.28 -4.93
H -2.00 1.71 -2.38
H -3.10 3.09 -2.61
H -2.38 3.41 -5.89
H -3.24 3.99 -4.47
C -2.40 -2.00 3.42
O -1.50 -1.33 2.98
N -2.89 -2.97 2.68
N -2.94 -1.88 4.59
H -3.73 -3.52 2.72
H -2.37 -3.04 1.81
H -2.66 -1.09 5.15
H -3.43 -2.60 5.09
C -0.77 5.67 -2.31
O -0.21 5.22 -3.35
N -1.43 6.78 -2.22
N -1.01 4.92 -1.30
H -1.82 7.04 -1.32
H -1.60 7.50 -2.92
H -1.44 5.21 -0.43
H -0.67 3.99 -1.45
C 1.55 -3.22 -4.74
O 1.72 -2.15 -4.08
N 0.60 -4.07 -4.39
N 2.16 -3.54 -5.87
H 0.47 -4.89 -4.97
H 0.02 -3.94 -3.57
H 2.01 -4.43 -6.32
H 2.62 -2.72 -6.26
C 1.29 -3.45 4.73
O 1.97 -4.36 4.26
N 0.55 -3.58 5.79
N 1.16 -2.23 4.35
H 0.61 -4.40 6.39
H 0.36 -2.68 6.20
H 0.58 -1.48 4.70
H 1.45 -2.07 3.39
C 1.60 1.35 3.05
O 0.72 0.66 3.43
N 1.61 2.67 2.87
N 2.78 0.84 2.97
H 2.33 3.30 2.56
H 0.80 3.23 3.09
H 2.79 -0.17 2.95
H 3.53 1.51 2.84
C -1.51 3.46 4.52
O -0.42 3.95 4.34
N -1.90 2.40 3.93
N -2.44 3.97 5.15
H -1.30 1.97 3.24
H -2.82 2.02 4.10
H -2.38 4.83 5.69
H -3.35 3.70 4.82
C -1.36 -3.14 -1.23
O -1.96 -2.51 -2.10
N -1.12 -4.36 -1.25
N -1.01 -2.67 -0.14
H -0.76 -4.82 -0.42
H -1.66 -4.91 -1.90
H -0.40 -3.11 0.54
H -1.30 -1.70 -0.04
C 2.94 -2.53 0.57
O 1.80 -2.45 1.02
N 3.08 -2.75 -0.61
N 4.12 -2.39 1.17
H 3.99 -2.70 -1.05
H 2.28 -2.54 -1.19
H 4.17 -2.06 2.13
H 4.98 -2.49 0.66
```

Summary:
<S²>: 0.750
HOMO (alpha / beta), eV: 0.57 / -6.21
Energy above the lowest of the compared OMol25 structures with the same formula, charge and spin, kcal per mole: 59.17
Multiplicity: 2
LUMO level (alpha / beta), eV: 2.01 / 1.96
Total charge: -1
Largest force on an atom, eV Å⁻¹: 11.548
Energy, eV: -67430.066

***

Here is C11H44NO19S2 as an isolated structure from the OMol25 dataset. Energies are from the ωB97M-V functional and the def2-TZVPD basis.

XYZ file:
```
77
C11H44NO19S2 (the ωB97M-V functional and the def2-TZVPD basis)
C 2.56 -1.95 1.25
C 2.82 -1.19 -0.06
C 1.71 -0.19 -0.38
C 1.49 0.05 -1.88
S 2.00 1.46 0.32
O 3.43 1.69 0.27
O 1.20 2.38 -0.46
N 1.61 1.40 1.89
S 0.39 2.20 2.48
O 0.44 2.06 3.93
O 0.27 3.57 2.04
C -1.17 1.32 2.20
O -1.34 0.63 0.96
C -2.16 -0.46 1.12
C -3.41 -0.35 1.75
C -4.23 -1.49 1.95
C -3.77 -2.74 1.51
C -2.53 -2.86 0.87
C -1.72 -1.72 0.66
H 3.46 -1.97 1.86
H 2.24 -2.97 1.04
H 1.78 -1.47 1.84
H 3.81 -0.74 -0.02
H 2.82 -1.92 -0.87
H 0.79 -0.54 0.09
H 2.33 0.56 -2.32
H 1.33 -0.91 -2.36
H 0.57 0.61 -2.02
H -1.98 2.01 2.42
H -1.15 0.57 2.99
H -3.77 0.61 2.08
H -5.18 -1.41 2.44
H -4.36 -3.63 1.67
H -2.16 -3.81 0.53
H -0.77 -1.83 0.17
O -4.69 -0.13 4.74
H -3.76 -0.09 5.00
H -5.17 0.13 5.54
O 0.58 4.38 5.67
H 1.49 4.50 5.38
H 0.23 3.73 5.05
O 6.15 2.50 0.97
H 5.33 2.40 0.46
H 6.31 3.44 0.99
O 0.13 7.27 5.21
H 0.17 6.48 4.66
H -0.44 6.99 5.94
O 0.10 1.25 -4.40
H -0.65 1.17 -4.99
H 0.35 2.18 -4.44
O -0.41 1.17 -7.20
H 0.54 1.05 -7.34
H -0.82 0.56 -7.82
O -2.80 -0.32 -2.56
H -1.97 0.18 -2.48
H -3.35 0.21 -3.14
O -4.02 -6.11 1.38
H -4.09 -6.84 0.76
H -4.54 -6.38 2.14
O 5.78 -0.78 0.80
H 5.92 0.11 1.16
H 6.56 -1.27 1.05
O 1.80 2.76 -6.81
H 0.89 3.03 -6.99
H 2.23 3.52 -6.42
O -2.51 -3.49 4.64
H -3.15 -4.21 4.72
H -2.49 -3.30 3.70
O 2.28 -0.73 -7.52
H 2.45 0.13 -7.11
H 3.03 -1.26 -7.25
O -5.30 -1.07 -0.74
H -4.41 -0.97 -1.10
H -5.74 -1.66 -1.36
O 3.38 -2.29 -3.15
H 4.33 -2.37 -3.32
H 2.96 -2.88 -3.78
```

Summary:
HOMO, eV: -6.16
Multiplicity: 1
LUMO level, eV: 1.79
Total charge: -1
Largest force on an atom, eV Å⁻¹: 1.723
Energy, eV: -74185.057

***

Here is a 11-piece molecular cluster, C11H44O11 overall from the OMol25 dataset. Energies are from the ωB97M-V functional and the def2-TZVPD basis.

XYZ file:
```
66
C11H44O11 (the ωB97M-V functional and the def2-TZVPD basis)
C 18.08 -20.11 -2.09
O 17.18 -19.55 -1.13
H 18.81 -19.35 -2.38
H 18.53 -21.03 -1.72
H 17.47 -20.34 -2.97
H 17.53 -19.69 -0.25
C 19.70 -17.44 -5.24
O 20.09 -16.53 -4.24
H 20.51 -18.10 -5.56
H 18.85 -18.07 -4.96
H 19.30 -16.91 -6.11
H 19.60 -16.78 -3.45
C 16.13 -18.35 -4.60
O 16.12 -17.43 -5.69
H 15.12 -18.49 -4.20
H 16.59 -19.28 -4.94
H 16.71 -17.88 -3.81
H 16.22 -17.89 -6.53
C 20.64 -15.89 3.21
O 21.09 -16.91 4.12
H 21.47 -15.21 3.01
H 20.22 -16.46 2.37
H 19.84 -15.37 3.71
H 21.57 -17.60 3.63
C 18.36 -13.34 2.52
O 16.96 -13.48 2.33
H 19.02 -14.05 2.02
H 18.70 -12.36 2.17
H 18.65 -13.39 3.57
H 16.63 -12.61 2.11
C 22.93 -16.11 0.61
O 23.30 -17.46 0.37
H 23.04 -15.80 1.65
H 23.48 -15.41 -0.01
H 21.87 -16.08 0.33
H 22.68 -18.02 0.87
C 19.34 -15.94 -1.03
O 18.65 -16.90 -1.80
H 19.25 -16.02 0.05
H 20.40 -15.88 -1.27
H 19.01 -14.94 -1.35
H 17.73 -16.80 -1.51
C 21.65 -13.22 -0.68
O 22.16 -11.99 -1.19
H 20.55 -13.14 -0.64
H 21.90 -14.01 -1.37
H 22.01 -13.49 0.32
H 21.82 -11.29 -0.64
C 20.63 -19.42 1.61
O 21.93 -19.12 2.15
H 19.94 -19.76 2.39
H 20.21 -18.51 1.18
H 20.66 -20.21 0.86
H 22.20 -19.93 2.60
C 15.71 -14.92 -3.32
O 15.52 -14.26 -2.06
H 15.25 -14.34 -4.11
H 16.78 -15.00 -3.56
H 15.28 -15.92 -3.36
H 16.01 -14.82 -1.45
C 16.16 -16.64 1.02
O 16.74 -15.67 0.16
H 16.83 -16.91 1.84
H 15.16 -16.37 1.37
H 16.05 -17.57 0.45
H 16.87 -14.86 0.66
```

Summary:
HOMO, eV: -9.74
Energy above the lowest of the compared OMol25 structures with the same formula, charge and spin, kcal per mole: 59.11
Multiplicity: 1
SMILES: CO.CO.CO.CO.CO.CO.CO.CO.CO.CO.CO
LUMO level, eV: 0.20
Largest force on an atom, eV Å⁻¹: 1.767
Energy, eV: -34637.837

***

Here is C11H46O11Si2 as an isolated structure from the OMol25 dataset. Energies are from the ωB97M-V functional and the def2-TZVPD basis.

XYZ file:
```
70
C11H46O11Si2 (the ωB97M-V functional and the def2-TZVPD basis)
O 1.08 -0.73 0.59
C -0.03 -1.64 0.68
C 0.01 -2.52 1.92
Si -0.53 -4.26 1.50
O 0.77 -5.09 0.89
Si 0.84 -5.66 -0.65
H 1.88 -1.26 0.54
H -0.07 -2.22 -0.24
H -0.90 -0.99 0.73
H 1.04 -2.59 2.27
H -0.63 -2.12 2.70
H -1.60 -4.21 0.48
H -0.99 -4.96 2.72
H 1.26 -4.58 -1.57
H -0.47 -6.18 -1.08
H 1.85 -6.73 -0.70
C 2.27 -1.45 -3.13
O 1.27 -0.69 -2.46
H 2.19 -1.21 -4.19
H 3.28 -1.19 -2.79
H 2.12 -2.53 -3.01
H 1.32 -0.89 -1.52
C 3.05 -1.04 3.63
O 3.10 -2.41 4.03
H 3.15 -1.03 2.54
H 2.09 -0.60 3.89
H 3.86 -0.45 4.05
H 3.02 -2.45 4.98
C 6.16 2.32 3.34
O 4.85 1.79 3.45
H 6.82 1.74 3.98
H 6.53 2.26 2.32
H 6.18 3.37 3.67
H 4.29 2.32 2.88
C -2.08 1.76 -1.57
O -1.81 0.68 -0.67
H -3.15 1.90 -1.62
H -1.61 2.68 -1.22
H -1.70 1.53 -2.57
H -0.85 0.56 -0.66
C -4.26 -3.16 -1.62
O -3.70 -2.92 -0.33
H -4.24 -4.23 -1.78
H -5.29 -2.81 -1.70
H -3.66 -2.68 -2.41
H -3.70 -1.97 -0.18
C 1.93 2.81 -2.04
O 0.96 3.64 -1.42
H 1.89 3.01 -3.11
H 2.94 3.03 -1.68
H 1.72 1.75 -1.89
H 0.97 3.46 -0.48
C 5.08 5.45 1.95
O 4.30 4.36 1.47
H 5.02 5.44 3.03
H 6.13 5.35 1.65
H 4.69 6.41 1.59
H 4.34 4.36 0.51
C -3.57 5.22 -1.44
O -4.36 4.26 -2.12
H -3.72 5.05 -0.37
H -2.51 5.11 -1.66
H -3.88 6.24 -1.68
H -4.24 4.39 -3.07
C -8.45 -2.05 -1.20
O -7.89 -2.35 -2.47
H -7.62 -1.88 -0.52
H -9.07 -1.14 -1.23
H -9.05 -2.88 -0.82
H -8.60 -2.50 -3.09
```

Summary:
HOMO, eV: -9.95
Multiplicity: 1
LUMO level, eV: 0.42
Largest force on an atom, eV Å⁻¹: 0.653
Energy, eV: -50427.993